No. 1
Density functional theory data (the ωB97M-V functional and the def2-TZVPD basis) for one molecule with the formula C25H22N2O2S in a non-equilibrium geometry.

```
52
Properties=species:S:1:pos:R:3
C 7.77544 0.71798 0.94214
H 7.96060 0.77382 -0.13561
O 6.43909 1.02725 1.25398
C 5.45235 0.24009 0.74652
C 4.14751 0.58618 1.10461
C 3.07137 -0.13523 0.64023
C 3.25901 -1.23362 -0.20282
C 4.56812 -1.59099 -0.52630
C 5.65319 -0.86563 -0.07389
H 6.64628 -1.17352 -0.36174
H 4.74108 -2.44658 -1.16389
C 2.17632 -2.04218 -0.74205
C 0.95169 -1.66755 -1.13431
C 0.41230 -0.31659 -1.05371
N 0.12340 0.33523 0.00077
C -0.49444 1.52378 -0.24907
C -0.95952 2.41717 0.70980
C -1.59952 3.56435 0.29170
C -1.77714 3.83719 -1.06286
C -1.32214 2.96491 -2.03273
C -0.68565 1.80793 -1.61934
S -0.04811 0.50917 -2.58234
H -1.46144 3.17146 -3.08266
H -2.28168 4.74334 -1.36236
H -1.97167 4.26428 1.02432
H -0.81865 2.19074 1.75407
C -0.02075 -2.65839 -1.73360
H -0.31171 -2.34972 -2.74071
H 0.43260 -3.64793 -1.77187
C -1.24477 -2.71677 -0.81330
O -1.36680 -3.55883 0.04418
N -2.12282 -1.70616 -1.05576
C -3.17263 -1.24211 -0.25400
C -3.75652 -0.02550 -0.59612
C -4.77714 0.49990 0.17115
C -5.24306 -0.17243 1.29326
C -4.65456 -1.38752 1.62355
C -3.63181 -1.92525 0.86644
H -3.18002 -2.86378 1.13980
H -5.00305 -1.92517 2.49355
C -6.36422 0.38218 2.11885
H -6.16668 0.24309 3.17976
H -6.50501 1.44220 1.92215
H -7.29467 -0.13500 1.88229
H -5.21347 1.44865 -0.10704
H -3.40364 0.51659 -1.46352
H -1.91463 -1.09887 -1.83831
H 2.44332 -3.07857 -0.91350
H 2.07500 0.13137 0.95220
H 4.00639 1.43064 1.76076
H 8.37823 1.46976 1.44921
H 8.05459 -0.27540 1.30812
```

Values from the calculation:
energy above the lowest of the compared OMol25 structures with the same formula, charge and spin = 77.6 kJ/mol
electronic energy = -44193.0999 eV
LUMO = 0.32 eV
orbital gap = 0.30829 Ha
SMILES string = COc1ccc(/C=C(/CC(=O)Nc2ccc(C)cc2)c2nc3ccccc3s2)cc1
2S+1 = 1
highest occupied orbital energy = -8.0707 eV

No. 2
Density functional theory data (the ωB97M-V functional and the def2-TZVPD basis) for C25H22NO3P2PdTe as an isolated structure in a non-equilibrium geometry.

```
55
Properties=species:S:1:pos:R:3
Pd -0.00584 -1.89849 -1.63035
O -0.66894 -1.33029 0.36115
P 0.46606 -0.75849 1.18345
C 0.52246 1.05201 0.79405
P 0.04436 1.16261 -1.00295
O 0.91306 0.19471 -1.74745
C 0.15166 2.85861 -1.65115
C -0.75784 3.80721 -1.17345
C -0.72234 5.10821 -1.64275
C 0.17876 5.42911 -2.64725
C 1.10446 4.49551 -3.09875
C 1.07486 3.18191 -2.63745
C -1.70974 0.63881 -1.19105
C -2.01314 -0.07639 -2.35425
C -3.27184 -0.68199 -2.48615
C -4.22274 -0.52919 -1.47225
C -3.93634 0.24561 -0.35925
C -2.68344 0.82901 -0.21235
C 2.00416 -1.58139 0.60685
C 1.80756 -2.88079 0.08445
C 2.85446 -3.53749 -0.55825
C 4.10726 -2.93459 -0.59875
C 4.31686 -1.69039 -0.01605
C 3.26996 -1.00759 0.59485
C 0.11276 -1.09069 2.93215
C -0.91474 -2.00369 3.17055
C -1.36464 -2.19709 4.46315
C -0.73394 -1.53159 5.50665
C 0.31396 -0.64679 5.27195
C 0.76806 -0.44359 3.97835
H 1.53126 1.45911 0.89845
H -0.13864 1.59921 1.46885
H -1.52334 3.52221 -0.46665
H -1.42594 5.83961 -1.27935
H 0.14306 6.41481 -3.09415
H 1.88796 4.79731 -3.78465
H 1.77886 2.44611 -3.00145
H -1.31914 -0.08079 -3.20545
H -3.54604 -1.16169 -3.41915
H -5.19374 -0.99159 -1.57895
H -4.69004 0.39421 0.39845
H -2.46274 1.39721 0.67905
H 0.89276 -3.44149 0.32145
H 2.69876 -4.53089 -0.96375
H 4.94026 -3.46349 -1.04205
H 5.29846 -1.23819 -0.05255
H 3.45966 -0.04269 1.04155
H -1.38844 -2.51549 2.34505
H -2.19324 -2.86699 4.64165
H -1.03554 -1.74729 6.52355
H 0.77666 -0.12389 6.09565
H 1.59996 0.21941 3.79175
O 0.30636 -2.21079 -4.27015
N 0.64746 -2.43869 -3.20265
Te -2.04984 -3.41819 -1.31205
```

Values from the calculation:
electronic energy = -63234.6776 eV
LUMO (alpha / beta) = -10.76 / -13.78 eV
total charge = +3
orbital gap (alpha / beta) = 0.21814 / 0.10701 Ha
2S+1 = 5
highest occupied orbital energy (alpha / beta) = -16.6982 / -16.6936 eV

No. 3
Density functional theory data (the ωB97M-V functional and the def2-TZVPD basis) for C25H23BrIN5O5Rh as an isolated structure in a non-equilibrium geometry.

```
61
Properties=species:S:1:pos:R:3
Rh 0.82481 -0.89048 -1.02132
C -3.83607 -1.46608 -1.86185
C -3.43283 -0.09549 -1.46264
N -4.32686 0.82252 -1.22253
C -3.91061 2.04325 -0.82074
C -2.58805 2.40534 -0.53730
C -2.28327 3.82489 -0.10839
O -1.68622 3.90697 1.18041
C -1.58825 1.47140 -0.76211
C -0.21363 1.83751 -0.42651
N 0.86417 1.27207 -0.82504
C 2.10746 1.94248 -0.57115
C 2.16100 3.29051 -0.19227
C 3.36001 3.94424 0.01296
C 4.56120 3.28146 -0.18464
C 4.54408 1.95799 -0.58967
C 3.33660 1.30595 -0.77993
I 3.48893 -0.69505 -1.41575
C -1.99338 0.20218 -1.33369
O -1.18356 -0.65702 -1.71747
H -4.91863 -1.52827 -1.91428
H -3.45195 -2.19608 -1.14488
H -3.39511 -1.72226 -2.82952
H -4.69770 2.78318 -0.72146
H -3.19423 4.42349 -0.15900
H -1.56787 4.26746 -0.80049
H -2.35666 3.74511 1.85272
H -0.14398 2.68890 0.24208
H 1.25090 3.86387 -0.07964
H 3.35114 4.98468 0.30859
H 5.50528 3.79180 -0.04819
H 5.47205 1.43153 -0.76674
N 0.68973 -0.93354 1.19619
C 0.65005 -0.87557 2.34982
N 0.60297 -0.80921 3.65386
C 1.21675 0.31212 4.38728
C 2.43228 -0.20112 5.13841
O 2.08920 -1.29741 5.96180
C 1.59517 -2.39188 5.20918
C 0.32613 -2.00437 4.47578
H 0.47768 0.69523 5.09180
H 1.48898 1.10101 3.68787
H 2.82152 0.57820 5.79034
H 3.21425 -0.49221 4.42546
H 1.39118 -3.19701 5.91128
H 2.35286 -2.72921 4.49141
H -0.45192 -1.73863 5.19167
H -0.03066 -2.81150 3.83951
Br -3.69082 -3.91058 -5.59283
C -2.10097 -3.20237 -4.87100
C -1.54013 -2.06033 -5.43152
N -0.42185 -1.51337 -4.96083
C 0.14599 -2.09136 -3.90268
C -0.35347 -3.21865 -3.26870
C -1.49787 -3.80277 -3.78558
C 0.28534 -3.80539 -2.03954
O 0.18864 -4.98644 -1.80779
O 0.88967 -2.94032 -1.26127
H -2.00343 -1.58159 -6.28646
H 1.06771 -1.62648 -3.55960
H -1.89372 -4.70330 -3.33341
```

Values from the calculation:
energy above the lowest of the compared OMol25 structures with the same formula, charge and spin = 72.9 kJ/mol
electronic energy = -125128.0870 eV
LUMO (alpha / beta) = -4.15 / -6.12 eV
total charge = +1
orbital gap (alpha / beta) = 0.24858 / 0.18937 Ha
2S+1 = 5
highest occupied orbital energy (alpha / beta) = -10.9189 / -11.2728 eV

No. 4
Density functional theory data (the ωB97M-V functional and the def2-TZVPD basis) for a 2-piece molecular cluster, C25H23Cl2OS overall in a non-equilibrium geometry.

```
52
Properties=species:S:1:pos:R:3
Cl -6.10790 2.48549 -2.22695
C -4.61294 1.64543 -2.22145
C -4.59179 0.25325 -2.20761
C -3.39916 -0.42165 -2.16573
C -2.17439 0.28147 -2.14004
C -0.93186 -0.41370 -2.08664
C 0.29450 0.21253 -2.16984
C 1.52687 -0.40642 -2.12255
C 2.77161 0.28379 -2.16846
C 3.99505 -0.42291 -2.18171
C 5.19283 0.24545 -2.20025
C 5.21840 1.63829 -2.20466
Cl 6.71774 2.47172 -2.19907
C 4.02759 2.35634 -2.20207
C 2.83001 1.69453 -2.18660
C -2.22700 1.69299 -2.17168
C -3.42038 2.35924 -2.20957
H -5.52917 -0.27561 -2.23679
H -3.38625 -1.49860 -2.16483
H -0.94715 -1.48253 -1.97277
H 0.28681 1.27188 -2.31879
H 1.54366 -1.47669 -2.04349
H 3.97979 -1.49999 -2.18440
H 6.12931 -0.28824 -2.21135
H 4.06431 3.43350 -2.20502
H 1.91977 2.26399 -2.17714
H -1.31680 2.26296 -2.15488
H -3.44992 3.43588 -2.22263
C -3.47224 -2.64576 3.12993
S -2.73757 -2.12589 1.54829
C -3.77253 -0.63925 1.39822
C -1.30433 -1.31252 2.22835
C -0.01474 -1.55983 1.74514
C 1.14695 -0.86986 2.35099
C 1.03008 0.05236 3.38994
C 2.14478 0.66866 3.90868
C 3.39374 0.37473 3.40003
C 3.52774 -0.53761 2.37174
C 2.41172 -1.15369 1.85413
O 0.17024 -2.35043 0.80836
H -4.45011 -3.08422 2.94602
H -2.84100 -3.39105 3.60900
H -3.58502 -1.80313 3.80811
H -4.76529 -0.92624 1.05999
H -3.85806 -0.12214 2.35077
H -3.34068 0.04663 0.67295
H -1.45310 -0.61691 3.02733
H 0.06390 0.28971 3.79356
H 2.03679 1.38081 4.71121
H 4.26335 0.85813 3.81104
H 4.50457 -0.76580 1.97829
H 2.49725 -1.86904 1.05489
```

Values from the calculation:
electronic energy = -64217.2295 eV
LUMO = -5.57 eV
total charge = +1
orbital gap = 0.15983 Ha
2S+1 = 1
highest occupied orbital energy = -9.9192 eV

No. 5
Density functional theory data (the ωB97M-V functional and the def2-TZVPD basis) for C25H23CoIN17PSe as an isolated structure in a non-equilibrium geometry.

```
69
Properties=species:S:1:pos:R:3
Co 0.99972 -0.38820 0.81982
N 2.88683 -0.38721 3.82690
C 1.56659 -0.09472 4.00068
N 0.98201 0.26531 5.14711
N -0.27377 0.45294 4.82165
N -0.56816 0.24878 3.57327
N 0.60477 -0.05684 2.94201
C 3.44934 -1.01499 2.80188
N 4.65058 -1.55124 2.91679
N 5.02607 -1.97405 1.69130
N 3.98514 -1.65987 0.75584
N 3.01584 -1.09256 1.50901
H 3.35852 -0.43601 4.72154
Se 1.14345 4.97918 -4.75623
N 1.64278 3.29026 -4.74134
C 1.61237 2.92471 -3.46250
C 1.95138 1.61490 -2.94695
C 2.40118 0.57692 -3.77548
C 2.63827 -0.69537 -3.23762
C 2.43797 -0.92348 -1.86752
N 1.91610 0.08828 -1.11139
C 1.73302 1.30147 -1.61275
C 1.35605 2.38317 -0.66151
N 1.23502 1.90677 0.61350
C 0.90704 2.84800 1.55567
C 0.85611 4.18980 1.22920
C 0.99265 4.60559 -0.05952
C 1.29222 3.67469 -1.07432
C 1.31506 3.97642 -2.52015
N 0.99311 5.12262 -2.99840
H 2.73080 0.65746 -4.80433
H 2.97969 -1.51507 -3.85742
H 2.58981 -1.86126 -1.37970
H 0.79033 2.53843 2.62375
H 0.71348 4.89301 2.00085
H 1.08107 5.62298 -0.23616
C -3.99540 1.33798 -0.77294
N -3.67512 0.01307 -1.38444
C -4.32784 -0.99602 -0.56455
N -3.98095 -0.94569 0.82565
C -4.25985 0.32655 1.38234
N -3.61491 1.41236 0.64367
C -2.18920 1.39594 0.87918
P -1.46481 -0.15768 0.27642
C -2.24814 -0.16456 -1.43715
C -2.61243 -1.38880 1.08291
H -5.07773 1.46684 -0.84373
H -3.50262 2.22151 -1.33745
H -4.09383 -1.97776 -0.97932
H -5.40908 -0.84190 -0.67737
H -3.79634 0.29745 2.40209
H -5.33253 0.50962 1.33824
H -2.04535 1.47825 1.94810
H -1.65459 2.27239 0.50688
H -2.00323 -1.08897 -1.92283
H -1.86175 0.54087 -2.18102
H -2.48041 -1.47313 2.12730
H -2.37906 -2.31243 0.57754
I 0.72648 -3.68873 2.99903
C 0.69471 -3.79346 0.88213
C 0.55909 -5.07628 0.42283
C 0.44449 -5.28764 -0.93570
C 0.23885 -4.19827 -1.77048
C 0.28358 -2.92916 -1.19436
N 0.55688 -2.70038 0.06599
H 0.64452 -5.94722 1.08776
H 0.54843 -6.33958 -1.24975
H 0.08236 -4.41971 -2.83666
H 0.23339 -2.05630 -1.80781
```

Values from the calculation:
energy above the lowest of the compared OMol25 structures with the same formula, charge and spin = 20.3 kJ/mol
electronic energy = -171983.5732 eV
LUMO (alpha / beta) = -3.51 / -5.97 eV
total charge = +1
orbital gap (alpha / beta) = 0.27000 / 0.17898 Ha
2S+1 = 5
highest occupied orbital energy (alpha / beta) = -10.8530 / -10.8438 eV

No. 6
Density functional theory data (the ωB97M-V functional and the def2-TZVPD basis) for one molecule with the formula C25H23N3O2.

```
53
Properties=species:S:1:pos:R:3
C -0.39742 5.61854 -1.04538
H -0.96545 6.12606 -1.82334
O -0.02128 4.37950 -1.59506
C 0.69273 3.51698 -0.82178
C 1.11133 3.76896 0.48001
C 1.80556 2.79234 1.16625
C 2.09700 1.56163 0.58972
C 1.74878 1.32843 -0.74395
C 1.03784 2.30696 -1.41788
H 0.74334 2.14617 -2.44326
C 2.15538 0.09042 -1.48391
H 1.29529 -0.55561 -1.65533
H 2.56230 0.36522 -2.45568
H 2.90845 -0.46762 -0.93396
N 2.76302 0.59685 1.38034
C 2.33198 -0.63887 1.75792
O 2.99523 -1.32519 2.50902
C 1.05013 -1.10827 1.14801
C 1.06549 -2.28055 0.43363
C -0.10464 -2.69549 -0.23901
N -1.20850 -1.99015 -0.22223
C -1.26971 -0.87116 0.51340
C -2.49547 -0.15048 0.53372
C -2.59029 0.96662 1.31766
C -1.52549 1.40917 2.12780
C -0.33770 0.72808 2.10678
C -0.16577 -0.39174 1.27254
H 0.47268 1.03076 2.75255
C -1.72180 2.61399 2.99489
H -0.82171 2.83858 3.56087
H -2.54216 2.44991 3.69262
H -1.97508 3.47887 2.38255
H -3.51786 1.52243 1.34157
C -3.63352 -0.64615 -0.29650
H -3.71649 -1.72516 -0.19761
H -4.56679 -0.17062 -0.00613
H -3.44059 -0.43354 -1.34725
C -0.11611 -3.94300 -1.02504
N -1.25069 -4.63516 -1.02707
C -1.30550 -5.75941 -1.71127
C -0.23955 -6.26776 -2.44049
C 0.94161 -5.54298 -2.45401
C 1.00986 -4.36182 -1.73668
H 1.90988 -3.76616 -1.74469
H 1.79636 -5.89179 -3.01632
H -0.33202 -7.19620 -2.98228
H -2.25319 -6.28138 -1.67098
H 1.97049 -2.86605 0.38094
H 3.57845 0.91846 1.88882
H 2.12431 2.98530 2.18088
H 0.90200 4.70660 0.96883
H 0.47567 6.22489 -0.78294
H -1.03036 5.49057 -0.16131
```

Values from the calculation:
energy above the lowest of the compared OMol25 structures with the same formula, charge and spin = 47.3 kJ/mol
electronic energy = -34864.5702 eV
LUMO = -0.04 eV
orbital gap = 0.30138 Ha
SMILES string = COc1ccc(NC(=O)c2cc(-c3ccccn3)nc3c(C)cc(C)cc23)c(C)c1
2S+1 = 1
highest occupied orbital energy = -8.2398 eV